(1)
Below is the molecule C13H19N3O4 at a distorted geometry, with properties calculated with the ωB97M-V functional and the def2-TZVPD basis.

Geometry as XYZ:
```
39
C13H19N3O4 | the OMol25 dataset | the ωB97M-V functional and the def2-TZVPD basis
C -0.98055 0.30092 -7.15267
H -2.06577 0.36678 -7.10767
C -0.38122 0.34449 -5.75213
C -0.74154 1.63971 -5.02762
C -0.22400 1.69438 -3.58971
C 1.30168 1.73633 -3.51176
C 1.82940 2.09478 -2.12199
C 1.50529 1.05162 -1.05404
C 2.21626 -0.25220 -1.27739
O 3.01694 -0.51047 -2.14063
N 1.89156 -1.23635 -0.35280
N 1.06222 -1.02406 0.65087
C 0.81650 -1.94276 1.50382
C -0.07246 -1.70012 2.59886
C -0.45559 -2.55455 3.62260
C -1.32795 -1.82786 4.43958
C -1.41817 -0.58034 3.85917
N -2.15794 0.55367 4.26274
O -2.08141 1.55530 3.58474
O -2.82188 0.43129 5.27556
O -0.66191 -0.50588 2.75110
H -1.83034 -2.14682 5.32931
H -0.14098 -3.56906 3.75546
H 1.26307 -2.94042 1.45619
H 2.35989 -2.14181 -0.46458
H 1.79936 1.41798 -0.06751
H 0.43347 0.85697 -1.00464
H 2.91392 2.20451 -2.18120
H 1.40777 3.05256 -1.81003
H 1.66568 2.48866 -4.21530
H 1.72016 0.77547 -3.80847
H -0.62702 2.59004 -3.10941
H -0.60469 0.82596 -3.04790
H -1.82998 1.74114 -5.01285
H -0.34047 2.48787 -5.58764
H -0.74933 -0.50618 -5.17343
H 0.70330 0.25331 -5.82514
H -0.71353 -0.62556 -7.65593
H -0.61315 1.13307 -7.74945
```

Values from the calculation:
**SMILES string**: CCCCCCCC(=O)N/N=C/c1ccc([N+](=O)[O-])o1
**Frontier orbital gap**: 7.84 eV
**Total charge**: 0

***

(2)
Below is a structure of composition CH3Cl2NOS at a distorted geometry, with properties calculated with the ωB97M-V functional and the def2-TZVPD basis.

Geometry as XYZ:
```
9
CH3Cl2NOS | the OMol25 dataset | the ωB97M-V functional and the def2-TZVPD basis
C -0.66246 -1.17485 0.93583
N 1.72009 1.28514 -1.50623
O -0.74716 1.34399 0.70145
S -1.75211 0.23864 0.68196
Cl 0.58327 -1.02267 -0.28019
Cl 0.55017 2.19534 -0.94658
H -0.15536 -1.25571 1.87832
H -1.04386 -2.10275 0.72033
H 1.50743 0.49287 -2.18489
```

Values from the calculation:
**Frontier orbital gap (spin up / spin down)**: 8.80 / 7.31 eV
**Total charge**: 0

***

(3)
Below is a structure of composition C27H30N2ORuS2 at a distorted geometry, with properties calculated with the ωB97M-V functional and the def2-TZVPD basis.

Geometry as XYZ:
```
63
C27H30N2ORuS2 | the OMol25 dataset | the ωB97M-V functional and the def2-TZVPD basis
Ru 1.03653 0.34884 0.80407
C -0.62121 2.30620 1.29814
C 0.16062 1.76974 2.36498
C 1.52002 2.16939 2.14436
C 1.55994 2.94575 0.94784
C 0.24609 3.00004 0.41911
C -0.19198 3.69515 -0.82547
C 2.77443 3.61030 0.40823
C 2.62756 2.03715 3.14776
C -0.34101 1.13659 3.63180
C -2.10761 2.26448 1.19183
H -0.83063 4.54673 -0.58106
H -0.76909 3.01725 -1.45769
H 0.65668 4.05594 -1.39985
H 3.08230 4.42287 1.07090
H 2.59819 4.01760 -0.58404
H 3.59916 2.90051 0.34093
H 2.70090 1.02645 3.54656
H 2.44330 2.71114 3.98931
H 3.58692 2.29865 2.70595
H -0.29161 1.85384 4.45591
H 0.27303 0.28107 3.91070
H -1.37432 0.80846 3.53284
H -2.53606 3.13705 1.69143
H -2.52526 1.37782 1.66843
H -2.43485 2.29455 0.15096
O 2.69802 0.80288 -0.63348
N 3.54297 -0.16005 -0.95223
C 4.41684 0.07975 -1.95646
C 5.35292 -0.84586 -2.32677
C 5.39929 -2.06681 -1.65275
C 4.49784 -2.30346 -0.64322
C 3.55634 -1.33428 -0.28021
S 2.43469 -1.63477 0.99483
H 4.30854 1.04869 -2.41890
H 6.04150 -0.61556 -3.12556
H 6.13101 -2.81617 -1.91977
H 4.48155 -3.23490 -0.09581
N -0.52799 -0.16354 -0.71868
S -0.89994 -1.58363 -1.37156
C -2.46707 -1.24712 -2.18810
C -3.61600 -1.01526 -1.44366
C -4.77344 -0.63154 -2.10071
C -4.76995 -0.47075 -3.48104
C -3.61527 -0.70379 -4.21206
C -2.45164 -1.09530 -3.56600
C -1.52628 -2.71316 -0.08500
C -2.23585 -3.83956 -0.47877
C -2.75192 -4.68580 0.48943
C -2.53169 -4.41899 1.83386
C -1.78705 -3.31304 2.21505
C -1.28254 -2.45235 1.24975
H -1.36849 0.35200 -0.47777
H -3.61361 -1.13346 -0.36720
H -5.67666 -0.45677 -1.53179
H -5.67434 -0.15608 -3.98445
H -3.61545 -0.57365 -5.28570
H -1.53885 -1.27201 -4.12077
H -2.40031 -4.04785 -1.52922
H -3.32966 -5.55151 0.19513
H -2.94139 -5.07781 2.58794
H -1.59746 -3.12102 3.26266
H -0.71074 -1.58100 1.54506
```

Values from the calculation:
**<S²>**: 1.24
**Frontier orbital gap (spin up / spin down)**: 6.48 / 6.56 eV
**Spin multiplicity**: 2
**Total charge**: +1

***

(4)
Below is a cluster of 2 separate species, C5H15NOS2 in total at a distorted geometry, with properties calculated with the ωB97M-V functional and the def2-TZVPD basis.

Geometry as XYZ:
```
24
C5H15NOS2 | the OMol25 dataset | the ωB97M-V functional and the def2-TZVPD basis
N 1.90809 0.98456 1.28181
C 2.51106 0.66453 0.01157
C 2.38415 -0.79719 -0.51262
S 0.73168 -0.88213 -1.40000
S -0.31445 -2.49116 -0.95931
C -2.29380 1.03780 0.40914
C -1.58360 1.91826 1.53837
C -0.93409 3.09274 0.86019
H 2.32205 0.38689 2.03929
H 0.89832 0.85007 1.29217
H 3.60024 0.85845 0.02140
H 2.06282 1.33094 -0.77871
H 2.39883 -1.52212 0.26762
H 3.21396 -0.93934 -1.15203
H -3.34241 1.38868 0.19370
H -1.59895 1.15833 -0.52230
H -2.41823 2.30902 2.18466
H -0.96931 1.34210 2.17206
H -1.58947 3.38715 -0.02874
H 0.03134 2.91786 0.36378
H -0.86097 3.96773 1.47031
H -2.72886 -0.51948 1.56855
H -1.35057 -1.87667 -0.38566
O -2.34791 -0.33118 0.73321
```

Values from the calculation:
**SMILES string**: NCCSS.CCCO
**Frontier orbital gap**: 8.91 eV
**Total charge**: 0

***

(5)
Below is a cluster of 2 separate species, C5H12O2 in total at a distorted geometry, with properties calculated with the ωB97M-V functional and the def2-TZVPD basis.

Geometry as XYZ:
```
19
C5H12O2 | the OMol25 dataset | the ωB97M-V functional and the def2-TZVPD basis
O 1.98951 0.67279 0.80931
C 1.49072 0.28001 1.84283
C 0.19092 -0.46937 1.75032
C -0.73117 0.18253 0.71139
C -0.69587 -0.28447 -0.78398
C -1.33327 -1.62756 -0.95676
H 2.01317 0.49303 2.78835
H -0.29486 -0.29269 2.72683
H 0.35573 -1.55205 1.53763
H -0.38557 1.22150 0.75867
H -1.78432 0.24564 1.01625
H 0.31871 -0.11257 -1.10254
H -1.12043 0.55555 -1.36291
H -2.37636 -1.45642 -1.29229
H -1.36957 -2.17212 0.00079
H -0.93445 -2.20688 -1.78125
H 1.21990 1.98965 -2.93106
H 1.97236 1.99721 -1.54625
O 1.47487 2.53620 -2.18535
```

Values from the calculation:
**SMILES string**: CCCCC=O.O
**Frontier orbital gap**: 10.87 eV
**Total charge**: 0

***

(6)
Below is a cluster of 2 separate species, C3H4O2S in total at a distorted geometry, with properties calculated with the ωB97M-V functional and the def2-TZVPD basis.

Geometry as XYZ:
```
10
C3H4O2S | the OMol25 dataset | the ωB97M-V functional and the def2-TZVPD basis
C 0.36132 -1.00079 0.10605
C 0.48038 0.28641 -0.15919
C -1.74177 1.13588 -0.70666
O -4.06619 0.37893 0.35017
O -2.41137 -1.44769 -0.24872
S -2.68770 -0.01274 0.06828
H 1.13180 -1.63877 0.55277
H -0.63880 -1.55815 -0.14960
H 1.18872 1.11372 -0.21108
H -1.99532 2.12461 -0.16804
```

Values from the calculation:
**<S²>**: 2.01
**Frontier orbital gap (spin up / spin down)**: 6.69 / 7.20 eV
**Spin multiplicity**: 3
**Total charge**: 0